w:
9
Properties=species:S:1:pos:R:3 method="wB97M-V/def2-TZVPD" homo_lumo_gap_ev="6.5 / 9.3" lumo_ha="-0.3286 / -0.2104" charge=+1
C 0.14 -0.20 0.28
C 1.44 0.06 -0.30
N 1.11 -0.51 1.02
N -2.69 0.46 -0.17
H 1.80 -0.42 -1.21
H 1.96 1.07 -0.28
H 1.44 -1.06 1.80
H -3.32 -0.29 -0.52
H -1.87 0.89 -0.62

---

x:
9
Properties=species:S:1:pos:R:3 method="wB97M-V/def2-TZVPD" homo_lumo_gap_ev=10.6 smiles=C#[N+]NC lumo_ha=-0.1752 charge=+1
C 1.57 1.09 -0.86
N 0.92 0.34 -0.26
N 0.20 -0.64 0.24
C -1.22 -0.38 0.38
H 2.16 1.92 -1.21
H 0.68 -1.47 0.54
H -1.53 0.13 -0.49
H -1.55 -1.38 0.52
H -1.24 0.40 1.13

---

y:
9
Properties=species:S:1:pos:R:3 method="wB97M-V/def2-TZVPD" homo_lumo_gap_ev=10.9 lumo_ha=-0.2137 charge=+1
C 0.45 0.97 -0.08
C 0.48 -0.61 -0.07
N -1.37 0.54 -0.08
N -0.94 -0.60 -0.07
H 0.66 1.45 0.90
H 1.03 -1.12 -0.85
H 0.50 1.65 -0.83
H 0.83 -0.89 1.04
H -1.65 -1.40 0.04

---

Which structure loses on stability? w does.

---

w:
19
Properties=species:S:1:pos:R:3 method="wB97M-V/def2-TZVPD" homo_lumo_gap_ev=8.6 lumo_ha=0.0146
H -0.28 -1.73 1.90
N 0.00 -1.94 0.94
C -0.77 -1.48 0.06
C -1.99 -0.69 0.28
N -2.70 -0.38 -0.71
H -3.53 0.17 -0.50
H -0.54 -1.69 -0.98
H -2.20 -0.43 1.33
C 1.84 0.22 -1.31
C 1.15 0.72 -0.09
O 1.64 0.30 1.14
C 0.12 1.57 -0.09
O -0.48 2.04 1.04
H 1.89 -0.87 -1.30
H 2.86 0.60 -1.35
H 1.31 0.54 -2.20
H 1.98 -0.59 1.04
H -0.31 1.97 -0.99
H 0.02 1.67 1.79

---

x:
19
Properties=species:S:1:pos:R:3 method="wB97M-V/def2-TZVPD" homo_lumo_gap_ev=8.6 smiles="CNC(=O)O.CC#CN" lumo_ha=0.0250
C 1.92 -0.30 -1.47
N 0.64 0.28 -1.14
C -0.55 -0.30 -1.60
O -0.60 -1.36 -2.21
O -1.41 0.70 -2.06
H 2.40 0.28 -2.26
H 1.78 -1.32 -1.83
H 2.57 -0.38 -0.59
H 0.54 1.25 -0.82
H -2.09 0.29 -2.60
C 0.71 -0.48 2.76
C -0.17 -0.30 1.62
C -1.14 0.08 0.97
N -2.07 0.99 0.61
H 1.65 -0.96 2.49
H 0.90 0.46 3.28
H 0.20 -1.13 3.48
H -2.44 1.62 1.31
H -2.82 0.58 0.05

---

y:
19
Properties=species:S:1:pos:R:3 method="wB97M-V/def2-TZVPD" homo_lumo_gap_ev=9.2 lumo_ha=0.0219
C 1.72 1.26 -0.57
C 0.69 0.06 -0.48
C -0.19 -0.32 -1.58
C -1.18 -1.75 0.23
C -0.95 -0.58 1.38
H 2.60 1.13 0.18
H 1.21 2.46 -0.39
H 1.94 1.14 -1.91
H 1.32 -0.74 -0.25
H 0.26 -0.56 -2.52
H -0.71 0.65 -1.84
H -2.20 -2.35 0.43
H -0.21 -2.25 0.29
H 0.03 -1.04 2.08
H -1.71 0.49 2.05
N -0.22 0.41 0.63
N -0.19 1.57 1.24
O -1.21 -1.33 -1.07
O -1.02 1.75 2.09

---

z:
19
Properties=species:S:1:pos:R:3 method="wB97M-V/def2-TZVPD" homo_lumo_gap_ev=9.0 smiles="C=C(CN(C)O)C(N)=O" lumo_ha=0.0245
C -2.03 -1.09 -0.54
C -1.08 -0.18 -0.28
C -0.95 0.64 0.95
N 0.48 0.93 1.35
C 1.55 -0.05 1.33
O 0.97 2.17 0.79
C 0.01 0.10 -1.30
N 0.61 -1.02 -1.81
O 0.20 1.22 -1.76
H -2.09 -1.59 -1.50
H -2.79 -1.32 0.20
H -1.42 0.12 1.79
H -1.45 1.61 0.81
H 1.18 -1.06 1.53
H 2.10 -0.04 0.38
H 2.29 0.20 2.10
H 0.64 2.19 -0.14
H 0.50 -1.92 -1.35
H 1.27 -0.89 -2.56

---

Which structure loses on stability? y does.